Run a
Computed, not measured: a structure of composition C5H10NO, with ωB97M-V with the def2-TZVPD basis set.

The geometry in XYZ format:
```
17
Properties=species:S:1:pos:R:3
O -0.13 -1.30 0.12
N 0.59 1.06 -0.39
C -0.26 1.04 0.72
C -0.82 -0.20 0.20
C -2.23 -0.34 -0.36
C 1.70 0.13 -0.45
C 1.24 -1.12 0.33
H 0.38 1.49 -1.28
H 2.70 0.65 -0.09
H -2.59 -1.30 -0.17
H -2.71 0.58 0.16
H 1.79 -2.15 -0.01
H 1.91 0.03 -1.58
H 1.43 -1.08 1.43
H 0.18 0.88 1.74
H -2.20 -0.27 -1.40
H -0.98 1.89 1.02
```

LUMO (eV): -4.1
HOMO (eV): -14.16
Orbital gap (eV): 10.05
Total charge: +1

=====

Run b
Computed, not measured: the ion C5H10NO with charge +1, with ωB97M-V with the def2-TZVPD basis set.

The geometry in XYZ format:
```
17
Properties=species:S:1:pos:R:3
O 1.64 0.06 -2.18
N 1.10 1.81 0.23
C 0.27 0.68 -0.31
C -1.05 -1.37 0.67
C -0.32 -0.08 0.89
C -1.84 -1.66 -0.37
C 1.15 -0.30 -1.16
H 1.24 -1.32 -0.77
H -1.63 -1.33 -1.38
H -1.06 -2.06 1.50
H -0.42 1.12 -1.02
H -0.89 0.68 1.43
H 0.59 2.65 0.51
H 0.50 -0.30 1.59
H 1.67 1.56 1.04
H 1.79 2.08 -0.49
H -2.74 -2.24 -0.17
```

LUMO (eV): -4.2
HOMO (eV): -13.18
Orbital gap (eV): 8.98
SMILES: C=CC[C@@H]([NH3+])C=O
Total charge: +1

=====

Least stable of them? run a.

=====

Run a
Computed, not measured: a cluster of 2 separate species, C5H10NO in total, with ωB97M-V with the def2-TZVPD basis set.

The geometry in XYZ format:
```
17
Properties=species:S:1:pos:R:3
O -1.47 -0.43 -0.68
N 0.55 -0.75 0.93
C 1.55 0.13 1.49
C 0.68 -2.04 1.00
C -1.67 0.76 -1.47
C -0.81 1.01 -2.45
C 1.38 1.45 1.41
H 1.61 -2.44 1.44
H -0.26 -0.45 0.31
H 2.09 2.14 1.84
H -2.02 -1.13 -1.10
H -2.47 1.44 -1.12
H -0.03 -2.62 0.40
H 0.07 0.39 -2.60
H 0.49 1.85 0.90
H -0.77 1.94 -3.01
H 2.36 -0.32 2.04
```

LUMO (eV): -5.0
HOMO (eV): -14.01
Orbital gap (eV): 9.06
Total charge: +1

=====

Run b
Computed, not measured: a cluster of 2 separate species, C5H10NO in total, with ωB97M-V with the def2-TZVPD basis set.

The geometry in XYZ format:
```
17
Properties=species:S:1:pos:R:3
O -2.91 -0.01 -0.17
N -0.16 0.99 -0.48
C -2.34 -1.01 0.22
C 0.54 2.14 0.17
C 0.94 -1.50 -0.68
C 1.11 -1.10 0.77
C 0.13 -0.43 -0.08
H 0.23 2.98 -0.33
H 0.13 2.39 1.15
H 1.58 1.87 0.40
H 0.58 -2.55 -0.68
H -0.03 1.02 -1.56
H 1.54 -1.29 -1.52
H 0.83 -1.97 1.49
H 1.92 -0.58 1.19
H -1.22 0.99 -0.41
H -2.85 -1.94 0.51
```

LUMO (spin up / spin down) (eV): -4.2 / -4.3
HOMO (spin up / spin down) (eV): -12.76 / -12.86
Orbital gap (spin up / spin down) (eV): 8.51 / 8.55
Total charge: +1

=====

Run c
Computed, not measured: the ion C5H10NO with charge +1, with ωB97M-V with the def2-TZVPD basis set.

The geometry in XYZ format:
```
17
Properties=species:S:1:pos:R:3
O -1.25 0.21 1.89
N 1.17 0.73 -0.05
C 1.40 -0.81 -0.08
C -0.80 -0.52 -1.10
C -1.10 1.00 0.99
C 0.48 -1.36 -1.07
C -0.31 0.81 -0.39
H 0.93 -1.25 -2.04
H -1.17 2.07 1.19
H 0.38 -2.50 -0.79
H -0.48 1.60 -1.22
H 1.65 1.22 -0.98
H -1.23 -0.53 -2.13
H 1.71 1.15 0.73
H -1.69 -1.04 -0.42
H 1.09 -1.19 0.95
H 2.61 -1.09 -0.20
```

LUMO (eV): -4.1
HOMO (eV): -14.53
Orbital gap (eV): 10.39
SMILES: O=C[C@@H]1CCC[NH2+]1
Total charge: +1

=====

Least stable of them? run b.

=====

Run a
Computed, not measured: an isolated molecule of C5H10NP, with ωB97M-V with the def2-TZVPD basis set.

The geometry in XYZ format:
```
17
Properties=species:S:1:pos:R:3
P -0.72 -2.29 1.02
N 0.39 -1.97 0.04
C -0.06 0.49 -0.47
C 2.21 -0.65 -0.77
C 0.67 -0.88 -0.83
C -1.80 1.23 1.29
C -1.45 0.45 0.07
H 2.42 0.32 -0.21
H 0.50 1.14 0.32
H -1.36 0.72 2.19
H -0.05 1.07 -1.29
H 2.69 -1.37 -0.14
H -1.29 2.19 1.41
H 2.59 -0.56 -1.80
H -2.34 0.13 -0.50
H 0.55 -1.25 -1.80
H -2.96 1.23 1.46
```

LUMO (spin up / spin down) (eV): 0.1 / 0.2
HOMO (spin up / spin down) (eV): -6.85 / -7.44
Orbital gap (spin up / spin down) (eV): 6.90 / 7.67
Total charge: 0

=====

Run b
Computed, not measured: an isolated molecule of C5H10NP, with ωB97M-V with the def2-TZVPD basis set.

The geometry in XYZ format:
```
17
Properties=species:S:1:pos:R:3
P -0.10 -1.60 -0.05
N -0.06 -0.51 1.06
C 0.94 -2.97 0.75
C -0.51 1.32 -1.40
C 0.85 1.25 -1.50
C -1.29 1.48 -0.12
C -0.60 0.84 1.20
H -1.37 2.62 -0.12
H 1.57 1.07 -0.75
H 0.84 -3.21 1.80
H 1.36 1.41 -2.44
H 0.28 1.37 1.45
H 1.87 -2.46 0.71
H -2.18 0.85 -0.22
H 0.92 -3.76 0.01
H -1.47 0.82 1.91
H -1.07 1.47 -2.28
```

LUMO (eV): 0.3
HOMO (eV): -8.16
Orbital gap (eV): 8.45
SMILES: C=CCC/N=P/C
Total charge: 0

=====

Least stable of them? run a.

=====

Run a
Computed, not measured: a cluster of 5 separate species, C30H72O17P2 in total, with ωB97M-V with the def2-TZVPD basis set.

The geometry in XYZ format:
```
121
Properties=species:S:1:pos:R:3
P 0.11 -3.96 5.56
P 2.16 2.71 2.43
O 1.29 4.05 2.61
O 3.03 3.03 1.13
O 3.98 -2.99 -4.72
O 1.43 1.44 2.43
O -3.20 0.21 2.33
O -5.83 3.05 -1.15
O 6.27 -2.13 -7.32
O 2.97 -2.61 -1.88
O -0.82 -5.10 5.47
O 3.28 2.74 3.58
O -4.82 0.58 -7.05
O -0.41 -2.90 6.66
O 0.21 0.15 -1.81
O 1.59 -4.29 6.07
O -2.56 -0.11 -0.55
O -5.61 1.41 -3.49
O 0.36 -3.20 4.20
C 3.93 -3.95 -3.69
C 6.24 -1.48 -8.56
C -2.88 -3.07 6.80
C -0.31 3.87 4.43
C -5.01 4.18 -0.85
C -4.01 -0.41 1.36
C -6.65 3.21 -2.29
C 0.36 -0.62 -0.64
C 4.32 3.73 3.60
C 1.66 -1.80 2.63
C 2.49 2.70 -0.16
C -1.52 -3.24 7.48
C -5.54 1.18 -5.98
C 1.17 3.42 -0.56
C 2.80 -3.74 -2.72
C 1.48 -2.30 4.05
C -4.87 1.01 -4.63
C 1.90 -4.38 7.46
C -6.02 2.75 -3.59
C -3.82 0.20 -0.01
C 5.10 -3.19 -5.57
C 4.97 -2.40 -6.82
C -2.26 0.45 -1.79
C 2.96 -1.34 -2.55
C -0.12 3.97 2.90
C 3.33 -4.83 7.70
C -1.82 -0.10 2.28
C -1.01 -0.05 -2.49
C -3.60 1.26 -7.33
C 3.91 5.19 3.42
H 0.37 3.14 4.86
H -5.64 5.06 -1.00
H 2.30 1.63 -0.27
H -1.26 0.62 1.68
H 1.54 -2.50 1.79
H -3.10 0.67 -8.09
H 5.98 -2.85 -5.00
H 2.98 5.49 3.91
H -5.03 -0.20 1.67
H -4.77 4.19 0.21
H -2.92 1.23 -6.48
H -3.31 -3.97 6.37
H -3.80 2.29 -7.64
H -3.61 -2.65 7.49
H -0.09 4.83 4.89
H -7.59 2.72 -2.03
H -3.96 1.29 0.11
H -3.09 0.34 -2.49
H 0.69 -1.66 -0.74
H 2.20 -1.34 -3.33
H -1.46 0.02 3.30
H 3.95 -1.26 -3.01
H -0.89 0.48 -3.44
H -0.49 3.04 2.46
H 4.43 -2.98 -7.58
H 0.45 2.62 -0.74
H 2.83 -0.60 -1.76
H 3.62 -5.69 7.09
H 4.07 -4.97 -4.05
H -3.89 -1.49 1.24
H -1.32 3.45 4.49
H -1.47 -4.14 8.09
H 3.78 5.50 2.38
H 2.60 -4.59 -2.08
H 5.28 -4.26 -5.72
H -1.58 -1.09 1.88
H -6.81 2.89 -4.33
H 4.84 -3.86 -3.06
H 1.17 -5.03 7.97
H -2.75 -2.28 6.05
H 2.66 -1.40 2.50
H -0.68 4.73 2.36
H 5.11 3.37 2.94
H 5.62 -1.99 -9.31
H -5.67 2.23 -6.25
H 1.87 -3.53 -3.27
H -1.06 -1.10 -2.80
H 5.85 -0.46 -8.52
H -4.10 4.13 -1.46
H -6.93 4.27 -2.44
H 1.19 -0.18 -0.08
H -0.49 -0.59 0.04
H -6.52 0.71 -6.00
H 3.27 3.02 -0.85
H 1.51 -1.46 4.74
H 1.69 -3.43 7.96
H -4.61 -0.04 -0.73
H -4.73 -0.08 -4.54
H 4.71 3.70 4.62
H 3.28 -5.14 8.74
H -3.83 1.33 -4.52
H 2.32 -2.96 4.22
H 1.34 3.86 -1.55
H 7.27 -1.43 -8.93
H -5.24 3.48 -3.86
H 4.73 5.84 3.74
H -2.05 1.52 -1.67
H -1.50 -2.41 8.19
H 0.90 -1.08 2.31
H 0.84 4.18 0.14
H 4.43 -1.46 -6.65
H 4.02 -4.01 7.52
```

LUMO (eV): 0.5
HOMO (eV): -9.27
Orbital gap (eV): 9.81
SMILES: CCOP(=O)(OCC)OCC.CCOP(=O)(OCC)OCC.COCCOCCOC.COCCOCCOC.COCCOCCOC
Total charge: 0

=====

Run b
Computed, not measured: a cluster of 5 separate species, C30H72O17P2 in total, with ωB97M-V with the def2-TZVPD basis set.

The geometry in XYZ format:
```
121
Properties=species:S:1:pos:R:3
P -16.14 5.77 2.19
P -17.90 4.83 8.98
O -23.01 10.08 1.80
O -18.90 10.44 13.72
O -17.44 6.23 8.34
O -20.54 10.08 3.44
O -15.97 4.80 3.47
O -21.45 9.63 8.91
O -16.47 7.22 2.77
O -11.64 14.41 9.19
O -13.84 11.55 8.72
O -19.27 4.36 8.66
O -17.57 5.27 1.64
O -15.02 5.72 1.26
O -16.85 3.70 8.62
O -14.56 9.08 7.56
O -18.15 11.57 3.96
O -20.82 9.67 11.66
O -17.63 5.06 10.56
C -17.16 7.69 6.44
C -18.89 10.96 12.43
C -20.48 11.01 4.51
C -15.96 8.44 2.27
C -18.64 4.86 2.48
C -22.29 11.13 1.20
C -21.56 9.08 3.59
C -19.79 11.02 14.62
C -21.79 8.49 8.18
C -14.58 2.80 8.91
C -11.83 15.78 9.46
C -22.42 10.10 9.83
C -17.87 6.45 7.01
C -12.86 13.75 8.90
C -14.73 3.10 4.64
C -14.71 4.51 4.06
C -14.27 10.49 9.55
C -15.46 4.02 8.88
C -22.31 8.97 2.26
C -14.70 8.96 2.98
C -18.13 6.19 11.27
C -19.64 6.15 11.35
C -22.19 9.64 11.27
C -13.38 8.32 7.69
C -20.26 10.99 11.73
C -15.22 9.63 8.68
C -17.52 11.01 5.09
C -18.53 3.36 2.79
C -19.44 12.08 4.24
C -12.77 12.27 9.31
H -20.01 6.80 12.15
H -17.59 5.63 6.33
H -12.71 12.12 10.39
H -18.13 10.45 11.84
H -12.16 15.86 10.51
H -17.87 7.18 10.89
H -12.66 16.24 8.91
H -13.99 4.42 3.25
H -22.29 11.18 9.74
H -16.93 8.42 7.20
H -14.44 5.25 4.82
H -19.47 12.03 14.92
H -13.45 9.83 9.82
H -16.62 10.42 4.96
H -23.06 8.24 2.57
H -16.73 9.19 2.52
H -20.21 11.28 10.67
H -19.73 12.50 3.27
H -13.62 14.22 9.55
H -20.97 11.70 12.16
H -21.48 11.41 4.70
H -19.78 10.49 15.57
H -22.02 11.88 1.95
H -13.79 2.90 5.17
H -21.62 8.58 1.50
H -15.14 4.75 8.13
H -18.76 2.80 1.88
H -11.85 12.00 8.78
H -20.00 5.18 11.70
H -21.05 8.15 3.84
H -20.03 6.51 10.40
H -16.29 7.26 5.94
H -14.88 10.88 10.38
H -15.08 2.04 9.52
H -14.49 2.33 7.92
H -19.55 4.92 1.88
H -21.06 8.36 7.38
H -19.37 12.85 5.01
H -14.35 9.94 2.67
H -17.67 6.12 12.26
H -19.22 2.91 3.51
H -18.62 12.02 12.42
H -15.54 2.97 5.35
H -18.92 5.54 3.29
H -20.81 11.12 14.24
H -18.94 6.54 6.79
H -17.56 3.08 3.18
H -13.59 2.97 9.32
H -21.46 10.77 0.60
H -22.48 8.58 11.29
H -10.92 16.35 9.33
H -16.00 10.25 8.25
H -17.17 11.79 5.77
H -13.21 7.71 6.81
H -13.41 7.65 8.55
H -14.87 9.13 4.05
H -15.33 4.49 9.86
H -17.79 8.20 5.72
H -23.44 9.88 9.51
H -21.91 7.60 8.82
H -22.67 10.04 12.17
H -20.22 10.47 5.43
H -14.67 2.36 3.83
H -22.94 11.67 0.50
H -22.31 9.29 4.36
H -12.53 9.00 7.77
H -13.15 13.93 7.87
H -22.81 8.48 7.76
H -13.98 8.17 2.79
H -15.99 8.41 1.18
H -18.20 10.29 5.56
H -15.60 8.78 9.25
```

LUMO (eV): 0.4
HOMO (eV): -9.43
Orbital gap (eV): 9.85
SMILES: CCOP(=O)(OCC)OCC.CCOP(=O)(OCC)OCC.COCCOCCOC.COCCOCCOC.COCCOCCOC
Total charge: 0

=====

Least stable of them? run b.